Version a
Computed, not measured: C3H6NP in the gas phase, with the ωB97M-V functional and the def2-TZVPD basis.

The calculation puts the orbital gap at 9.7 eV. The charge is 0. The value obtained for the HOMO energy is -9.150 eV. Its lowest unoccupied orbital energy is 0.59 eV.

Positions of all 11 atoms, in Å:
C: 1.300 -0.317 1.944
C: -0.955 -0.391 -0.865
C: 1.431 0.748 1.058
N: 1.200 -1.177 2.685
P: -0.571 1.076 0.294
H: -0.681 -0.219 -1.900
H: -1.954 -0.698 -0.971
H: -0.311 -1.251 -0.606
H: 1.444 1.681 1.661
H: 2.144 0.500 0.306
H: -1.442 0.690 1.309

***

Version b
Computed, not measured: C3H6NP in the gas phase, with the ωB97M-V functional and the def2-TZVPD basis.

The calculation puts the orbital gap (alpha / beta) at 7.7 / 7.6 eV. The charge is 0. The value obtained for the HOMO energy (alpha / beta) is -8.906 / -8.551 eV. Its lowest unoccupied orbital energy (alpha / beta) is -1.16 / -0.91 eV.

Positions of all 11 atoms, in Å:
C: 0.775 -0.334 1.147
C: 0.255 -0.060 -0.090
C: -1.056 0.584 -0.176
N: 0.551 -0.754 -1.151
P: 2.493 -1.352 -1.381
H: 1.565 -1.018 1.300
H: 0.378 0.185 2.047
H: -1.080 1.561 -0.575
H: -1.612 -0.088 -0.731
H: -1.449 0.587 0.765
H: 1.852 -2.082 -2.426

***

Version c
Computed, not measured: 2 unconnected molecules or ions with the total composition C3H6NP, with the ωB97M-V functional and the def2-TZVPD basis.

The calculation puts the orbital gap (alpha / beta) at 7.8 / 8.1 eV. The charge is 0. The value obtained for the HOMO energy (alpha / beta) is -9.079 / -9.740 eV. Its lowest unoccupied orbital energy (alpha / beta) is -1.28 / -1.64 eV.

Positions of all 11 atoms, in Å:
C: -0.909 -1.509 0.482
C: -0.083 1.410 -0.241
C: 0.404 -1.260 0.227
N: -2.013 -1.630 0.872
P: 1.239 0.274 0.196
H: -0.133 1.282 -1.371
H: 0.121 2.330 0.143
H: -1.129 1.091 -0.046
H: 0.978 -2.200 0.250
H: 0.271 -0.198 -2.080
H: 1.254 0.412 1.568

***

Version d
Computed, not measured: C3H6NP in the gas phase, with the ωB97M-V functional and the def2-TZVPD basis.

The calculation puts the orbital gap at 9.8 eV. The charge is 0. The value obtained for the HOMO energy is -8.884 eV. Its lowest unoccupied orbital energy is 0.87 eV.

Positions of all 11 atoms, in Å:
C: -0.797 -0.359 -0.009
C: 0.000 0.390 0.462
C: -1.845 -1.334 -0.374
N: 1.075 1.182 1.009
P: 2.541 1.373 0.178
H: -1.540 -2.255 -0.888
H: -2.541 -1.529 0.372
H: -2.447 -0.846 -1.087
H: 0.537 2.018 1.226
H: 1.979 1.416 -1.086
H: 3.038 -0.056 0.196

***

Which of them is most stable, and which least? Most stable: version a; least stable: version c.

***

Version a
Computed, not measured: 2 unconnected molecules or ions with the total composition C4H3NS, with the ωB97M-V functional and the def2-TZVPD basis.

The calculation puts the orbital gap (alpha / beta) at 8.2 / 7.6 eV. The charge is 0. The value obtained for the HOMO energy (alpha / beta) is -8.289 / -7.692 eV. Its lowest unoccupied orbital energy (alpha / beta) is -0.08 / -0.14 eV.

Positions of all 9 atoms, in Å:
C: 2.123 -0.286 -0.358
C: 1.011 -0.998 -0.105
C: 0.902 0.522 -0.263
C: -2.285 0.695 0.450
N: 0.216 1.519 -0.257
S: -2.691 -0.654 -0.161
H: 3.113 -0.322 -0.782
H: 0.470 -1.762 0.231
H: -2.859 1.286 1.245

***

Version b
Computed, not measured: C4H3NS in the gas phase, with the ωB97M-V functional and the def2-TZVPD basis.

The calculation puts the orbital gap at 7.2 eV. The charge is 0. The value obtained for the HOMO energy is -9.292 eV. Its lowest unoccupied orbital energy is -2.04 eV.

Positions of all 9 atoms, in Å:
C: -0.133 -0.332 -0.069
C: -0.844 0.730 -0.601
C: -0.549 1.782 0.137
C: 0.664 0.288 1.050
H: -1.359 0.603 -1.601
H: -1.058 2.755 0.135
H: 1.326 -0.280 1.749
N: 0.457 1.559 1.119
S: 0.191 -1.800 -0.701

***

Version c
Computed, not measured: a molecular structure, C4H3NS, with the ωB97M-V functional and the def2-TZVPD basis.

The calculation puts the orbital gap at 9.4 eV. The charge is 0. The value obtained for the HOMO energy is -10.016 eV. Its lowest unoccupied orbital energy is -0.62 eV.

Positions of all 9 atoms, in Å:
C: 1.904 0.582 -0.075
C: 3.105 0.107 0.061
C: 0.046 0.017 0.041
C: -1.460 -0.156 0.010
N: 0.657 1.153 -0.014
S: 1.262 -1.257 -0.098
H: -2.022 0.767 0.143
H: -1.662 -0.608 0.924
H: -1.829 -0.605 -0.991

***

Which of them is most stable, and which least? Most stable: version b; least stable: version a.

***

Version a
Computed, not measured: C4H3NS in the gas phase, with the ωB97M-V functional and the def2-TZVPD basis.

The calculation puts the orbital gap at 7.9 eV. The charge is 0. The value obtained for the HOMO energy is -9.329 eV. Its lowest unoccupied orbital energy is -1.46 eV.

Positions of all 9 atoms, in Å:
C: -0.668 1.177 0.120
C: -0.101 -0.035 0.068
C: 1.245 -0.249 -0.421
C: -0.912 -1.198 0.449
H: -0.091 2.102 -0.135
H: -1.650 1.329 0.514
H: 1.831 0.662 -0.638
N: -1.619 -2.082 0.686
S: 1.963 -1.705 -0.643

***

Version b
Computed, not measured: a molecular structure, C4H3NS, with the ωB97M-V functional and the def2-TZVPD basis.

The calculation puts the orbital gap (alpha / beta) at 6.5 / 6.5 eV. The charge is 0. The value obtained for the HOMO energy (alpha / beta) is -8.960 / -8.961 eV. Its lowest unoccupied orbital energy (alpha / beta) is -2.48 / -2.46 eV.

Positions of all 9 atoms, in Å:
C: 1.753 0.885 1.016
C: 2.171 1.109 2.185
C: 0.041 -0.032 -0.625
C: -1.265 -0.555 -0.308
N: 0.978 0.316 0.161
S: 0.927 0.095 -2.055
H: -1.972 0.061 -0.872
H: -1.286 -0.218 0.783
H: -1.348 -1.660 -0.285

***

Which of them is most stable, and which least? Most stable: version a; least stable: version b.